Formula: C24H29FeN2SbSe4Si
Source: OMol25
Level of theory: ωB97M-V/def2-TZVPD

The expectation value of S² is 8.77. Its net charge is -1. The largest force on an atom is 0.8 eV/Å. The calculation puts the relative energy (zero: lowest compared OMol25 entry of this formula, charge and spin) at 0.000 eV. The energy is -338530.6871 eV. For the HOMO energy (spin up / spin down), the calculation gives -4.343 / -4.367 eV. The multiplicity is 6. The HOMO-LUMO gap (spin up / spin down) is 6.452 / 5.719 eV.

Last column: natural (NBO) charge in e.
Cartesian coordinates (Å):
Fe (0.0607, 0.7752, -0.1570)  1.36
C (1.9495, -0.0323, -0.2333)  -1.52
Si (2.5876, 0.4256, 1.4317)  1.67
C (1.1659, -0.0877, 2.5954)  -0.69
N (-0.1776, 0.2930, 2.0791)  -0.53
C (-0.6204, 1.6144, 2.5963)  -0.27
C (-1.0039, 1.6068, 4.0698)  -0.42
C (-2.0723, 0.5543, 4.3404)  -0.40
C (-1.5684, -0.8050, 3.8648)  -0.42
C (-1.1928, -0.7277, 2.3879)  -0.21
C (4.0916, -0.5752, 2.0014)  -0.48
C (5.2706, 0.0270, 2.4390)  -0.20
C (6.3774, -0.7300, 2.8022)  -0.21
C (6.3259, -2.1140, 2.7369)  -0.22
C (5.1616, -2.7368, 2.3061)  -0.25
C (4.0646, -1.9712, 1.9420)  -0.13
C (3.0169, 2.2401, 1.6236)  -0.51
C (2.6467, 2.9865, 2.7427)  -0.20
C (2.8840, 4.3513, 2.8106)  -0.21
C (3.5194, 4.9951, 1.7589)  -0.20
C (3.9404, 4.2640, 0.6581)  -0.21
C (3.6911, 2.9018, 0.5953)  -0.13
H (1.8452, -1.1289, -0.2594)  0.22
H (2.5607, 0.2709, -1.0851)  0.25
H (1.3021, 0.2323, 3.6329)  0.21
H (1.2164, -1.1824, 2.6181)  0.22
H (-1.4839, 1.9350, 1.9998)  0.22
H (0.1623, 2.3444, 2.3934)  0.26
H (-1.3504, 2.6084, 4.3257)  0.24
H (-0.1263, 1.4035, 4.6926)  0.19
H (-2.9772, 0.8158, 3.7794)  0.20
H (-2.3449, 0.5261, 5.3974)  0.20
H (-2.3233, -1.5839, 4.0011)  0.21
H (-0.6917, -1.1005, 4.4511)  0.20
H (-2.0894, -0.4895, 1.8071)  0.19
H (-0.8199, -1.6928, 2.0325)  0.19
H (5.3252, 1.1079, 2.4954)  0.22
H (7.2818, -0.2363, 3.1353)  0.20
H (7.1881, -2.7060, 3.0168)  0.20
H (5.1137, -3.8171, 2.2477)  0.20
H (3.1694, -2.4754, 1.5917)  0.19
H (2.1365, 2.5069, 3.5713)  0.20
H (2.5496, 4.9158, 3.6712)  0.21
H (3.6660, 6.0667, 1.7866)  0.21
H (4.4229, 4.7661, -0.1716)  0.21
H (3.9853, 2.3553, -0.2940)  0.20
C (-4.5956, -0.3666, -0.3405)  -0.16
C (-3.6579, -1.3820, -0.5058)  -0.27
C (-2.3440, -1.0338, -0.7350)  0.04
N (-1.9321, 0.2412, -0.8162)  -0.56
C (-2.8437, 1.2109, -0.6913)  0.06
C (-4.1829, 0.9474, -0.4437)  -0.23
H (-5.6316, -0.6058, -0.1381)  0.22
H (-3.9375, -2.4245, -0.4494)  0.22
H (-1.5802, -1.7923, -0.8696)  0.20
H (-2.4991, 2.2360, -0.7886)  0.27
H (-4.8530, 1.7881, -0.3365)  0.25
Se (-0.3257, 7.0870, -0.9542)  -0.72
Sb (-1.2134, 5.1624, 0.1065)  1.06
Se (0.2874, 3.2611, -0.4898)  -0.88
Se (-0.8331, 5.2805, 2.6648)  -0.36
Se (-3.5769, 4.6822, 0.2415)  -0.79

Forces on atoms 1 to 3 (eV/Å):
Fe 0.0 0.8 0.0
C -0.1 -0.3 0.1
Si 0.0 0.1 0.0



Formula: C6H18N2
Source: OMol25
Level of theory: ωB97M-V/def2-TZVPD

Its net charge is +2. The SMILES is C[C@H]([NH3+])CCCC[NH3+]. The largest force on an atom is 4.8 eV/Å. The calculation puts the relative energy (zero: lowest compared OMol25 entry of this formula, charge and spin) at 1.915 eV. The energy is -9476.6895 eV. For the HOMO energy, the calculation gives -18.875 eV. The HOMO-LUMO gap is 12.529 eV.

Last column: natural (NBO) charge in e.
Cartesian coordinates (Å):
C (2.3384, -0.6059, 1.4751)  -0.67
C (1.0512, -1.2269, 0.9286)  -0.02
N (1.3944, -2.7085, 0.4844)  -0.73
C (0.4598, -0.4760, -0.2634)  -0.46
C (0.1311, 0.9720, -0.0467)  -0.43
C (-1.2598, 1.4031, 0.4214)  -0.44
C (-2.1940, 0.9942, -0.6669)  -0.24
N (-2.0245, 1.7566, -1.9981)  -0.69
H (3.2686, -0.9538, 0.9150)  0.23
H (2.5627, -0.7210, 2.5772)  0.27
H (2.3589, 0.4483, 1.3252)  0.25
H (0.2884, -1.3327, 1.8395)  0.25
H (1.6410, -3.4056, 1.2528)  0.48
H (0.7810, -3.1162, -0.2397)  0.45
H (2.3479, -2.4269, -0.1423)  0.46
H (1.1053, -0.5126, -1.1430)  0.24
H (-0.3754, -1.0809, -0.5537)  0.21
H (0.4267, 1.5569, -0.9452)  0.21
H (0.8946, 1.4867, 0.7416)  0.26
H (-1.4742, 0.8579, 1.3766)  0.26
H (-1.3377, 2.5894, 0.5773)  0.25
H (-1.9275, -0.1152, -0.8134)  0.22
H (-3.3025, 1.1392, -0.3038)  0.27
H (-2.2971, 1.2135, -2.7600)  0.44
H (-1.0435, 2.0761, -2.1726)  0.45
H (-2.6672, 2.5965, -2.0249)  0.47

Forces on atoms 1 to 3 (eV/Å):
C 1.7 -1.0 0.5
C -0.8 -0.6 2.8
N 3.4 1.8 -2.0



Formula: C32H39N6O3RuS
Source: OMol25
Level of theory: ωB97M-V/def2-TZVPD

The expectation value of S² is 0.75. Its net charge is +2. The largest force on an atom is 0.7 eV/Å. The energy is -62302.1879 eV. For the HOMO energy (spin up / spin down), the calculation gives -12.642 / -13.161 eV. The multiplicity is 2. The HOMO-LUMO gap (spin up / spin down) is 7.172 / 7.668 eV.

Last column: Mulliken spin population.
Cartesian coordinates (Å):
Ru (-1.5648, -0.2968, 0.0235)  0.00
C (1.1409, -2.1386, 0.2114)  0.00
C (1.5163, -0.1058, 1.3688)  -0.01
C (1.1408, 1.2983, 0.9982)  0.00
C (1.9293, 2.3614, 1.4016)  0.02
C (1.7751, 3.5960, 0.8002)  -0.01
C (0.8704, 3.6890, -0.2382)  0.01
C (0.0775, 2.5932, -0.5292)  0.00
N (0.1267, 1.4191, 0.1163)  0.00
N (-0.3443, -2.2366, 0.1389)  0.00
C (-0.7634, -2.8413, -1.1429)  0.00
C (-2.2641, -2.9235, -1.1519)  0.00
C (-2.9294, -3.9798, -1.7461)  0.00
C (-4.2842, -4.1434, -1.5130)  0.00
C (-4.9047, -3.2854, -0.6215)  0.00
C (-4.1772, -2.2399, -0.0841)  0.00
N (-2.8938, -2.0037, -0.3944)  0.00
C (-0.8839, -2.9461, 1.3229)  0.00
C (-1.2217, -1.9651, 2.4127)  0.00
C (-1.1158, -2.2989, 3.7517)  0.00
C (-1.4559, -1.3690, 4.7211)  0.00
C (-1.8859, -0.1165, 4.3160)  0.00
C (-1.9592, 0.1542, 2.9630)  0.00
N (-1.6438, -0.7461, 2.0234)  0.00
H (1.4758, -2.6075, 1.1407)  0.00
H (1.5831, -2.6680, -0.6339)  0.00
H (2.5157, -0.1282, 1.8132)  0.00
H (0.8128, -0.5379, 2.0864)  0.01
H (2.7120, 2.1900, 2.1291)  0.00
H (2.3960, 4.4354, 1.0811)  0.00
H (0.7706, 4.5889, -0.8280)  0.00
H (-0.6222, 2.6816, -1.3320)  0.00
H (-0.3500, -3.8481, -1.2733)  0.00
H (-0.3692, -2.2180, -1.9491)  0.00
H (-2.3759, -4.6864, -2.3501)  0.00
H (-4.8282, -4.9590, -1.9697)  0.00
H (-5.9380, -3.4179, -0.3340)  0.00
H (-4.6289, -1.5875, 0.6400)  0.00
H (-0.1855, -3.7005, 1.6916)  0.00
H (-1.7959, -3.4788, 1.0569)  0.00
H (-0.7607, -3.2838, 4.0253)  0.00
H (-1.3747, -1.6149, 5.7711)  0.00
H (-2.1538, 0.6500, 5.0292)  0.00
H (-2.2645, 1.1240, 2.6053)  0.00
C (-2.9182, 2.5822, 0.3824)  0.00
C (-3.8071, 3.6648, -0.2804)  0.00
N (-4.7278, 3.0515, -1.2244)  0.00
C (-5.4474, 2.0020, -0.5248)  0.00
C (-4.4697, 0.8653, -0.1243)  0.00
N (-3.0569, 1.2764, -0.3337)  0.00
C (-2.9343, 1.4606, -1.8136)  0.00
C (-3.9976, 2.4673, -2.3351)  0.00
H (-3.2195, 2.4147, 1.4138)  0.00
H (-1.8837, 2.8810, 0.3900)  0.00
H (-3.2019, 4.4101, -0.7984)  0.00
H (-4.3903, 4.1873, 0.4774)  0.00
H (-6.2278, 1.6081, -1.1762)  0.00
H (-5.9349, 2.4348, 0.3486)  0.00
H (-4.6405, 0.0070, -0.7603)  0.00
H (-4.5798, 0.5739, 0.9208)  0.00
H (-3.0665, 0.4746, -2.2700)  0.00
H (-1.9389, 1.7917, -2.0502)  0.00
H (-4.7088, 1.9699, -2.9940)  0.00
H (-3.5190, 3.2617, -2.9075)  0.00
C (9.6523, -0.4648, -1.0158)  0.00
C (8.1822, -0.1870, -1.1308)  0.02
C (7.4605, -0.6612, -2.2298)  0.01
C (6.1038, -0.4331, -2.3519)  0.02
C (5.4713, 0.3046, -1.3598)  0.11
C (6.1545, 0.7868, -0.2522)  0.00
C (7.5102, 0.5358, -0.1458)  0.00
S (3.7333, 0.6600, -1.5001)  0.41
O (3.1513, -0.2386, -2.4766)  0.20
O (3.5146, 2.0923, -1.5957)  0.23
O (1.5142, -0.8171, 0.1334)  0.00
H (10.1615, -0.2629, -1.9576)  0.00
H (9.8231, -1.5147, -0.7711)  0.00
H (10.1129, 0.1414, -0.2388)  0.00
H (7.9744, -1.2154, -3.0048)  0.00
H (5.5451, -0.8069, -3.1985)  0.00
H (5.6436, 1.3732, 0.5010)  0.00
H (8.0587, 0.9142, 0.7066)  0.00

Forces on atoms 1 to 3 (eV/Å):
Ru 0.1 -0.7 0.1
C -0.1 0.1 0.0
C -0.2 -0.1 0.0



Formula: C5H7N6
Source: OMol25
Level of theory: ωB97M-V/def2-TZVPD

The expectation value of S² is 2.03. Its net charge is +1. The largest force on an atom is 7.0 eV/Å. The calculation puts the relative energy (zero: lowest compared OMol25 entry of this formula, charge and spin) at 0.000 eV. The energy is -14226.9902 eV. For the HOMO energy (spin up / spin down), the calculation gives -10.325 / -13.331 eV. The multiplicity is 3. The HOMO-LUMO gap (spin up / spin down) is 6.472 / 5.721 eV.

Last column: natural (NBO) charge in e.
Cartesian coordinates (Å):
C (3.5612, -0.5897, -0.0586)  0.31
C (1.5034, -0.3975, -0.0624)  0.13
C (1.9980, 0.8950, 0.0918)  0.37
C (-0.0843, -0.4423, -0.0123)  0.47
C (-2.0845, 1.0948, 0.1130)  -0.41
N (2.5096, -1.2794, -0.2006)  -0.41
N (1.3249, 2.0367, 0.0361)  -0.28
N (0.0811, 1.9164, 0.0046)  -0.03
N (3.2806, 0.7645, 0.1845)  -0.53
N (-0.6562, 0.7904, 0.1111)  -0.18
N (-0.7922, -1.5482, -0.1288)  -0.70
H (4.5699, -1.0079, 0.0540)  0.24
H (-2.4227, 0.7952, -0.8232)  0.21
H (-2.5791, 0.5296, 0.8856)  0.23
H (-2.1410, 2.1687, 0.1402)  0.28
H (3.9586, 1.4198, 0.0856)  0.44
H (-0.4473, -2.5507, -0.0844)  0.45
H (-1.6953, -1.5864, -0.4207)  0.42

Forces on atoms 1 to 3 (eV/Å):
C 2.9 1.2 0.9
C -3.3 -2.0 -0.1
C -2.1 4.0 -0.4